[1]
The following is a quantum chemistry calculation of a cluster of 6 separate species, C27H58IN5O7Si in total, from OMol25.

## Properties
Net charge: 0
HOMO, eV: -8.8
Electronic energy, eV: -66700.5361
LUMO energy, eV: 0.47
SMILES: C=CC(=O)OCCCCCC[SiH2]CCCI.CN(C)C=O.CN(C)C=O.CN(C)C=O.CN(C)C=O.CN(C)C=O

```
99
Properties=species:S:1:pos:R:3:forces:R:3:mulliken_charge:R:1
H 0.2991 -0.8778 2.0475 0.03 0.00 -0.05 0.32
O -4.9551 4.1306 -3.3395 0.18 -0.21 -0.48 -0.34
H 6.2430 -2.3068 4.8997 -0.02 -0.01 -0.01 0.34
C 3.4622 1.3789 0.5950 -0.01 -0.01 0.03 -0.05
H -3.1599 3.6619 -6.0183 -0.22 -0.11 -0.07 0.02
N 1.3888 -0.9469 3.8370 0.07 -0.07 0.01 0.37
O 6.5196 1.7565 3.7677 -0.03 -0.01 0.00 -0.64
H -2.5747 -1.5866 -4.4309 0.04 -0.06 0.16 0.50
H -3.3471 -6.7262 5.0093 0.00 0.00 0.00 0.30
C 1.0170 -1.5242 2.5509 -0.08 0.02 0.02 -0.96
C -4.0021 1.8962 -3.0745 -0.10 -0.04 -0.09 1.26
C 2.6165 3.4749 1.4068 0.00 -0.04 -0.01 -0.94
H 1.9090 -1.5980 1.9346 -0.03 0.02 -0.04 0.32
N -2.1529 -5.0354 4.7892 0.01 0.00 0.05 0.17
H -2.4230 -6.2847 6.4535 -0.01 -0.02 0.00 0.33
H -3.7034 5.0760 -7.0884 0.28 0.06 -0.07 0.34
H 0.5627 -2.5083 2.6796 0.00 0.01 0.04 0.29
H 0.1046 -0.3861 -2.1674 0.07 -0.01 -0.06 -0.19
C 0.4111 3.1427 -4.3009 0.08 -0.03 0.00 -0.24
H 1.8996 3.5960 0.5942 -0.01 0.01 0.00 0.23
O -0.7404 -1.0302 4.6032 -0.01 0.17 0.07 -0.59
H 5.7724 2.3991 0.6893 0.01 0.00 0.00 0.31
H -2.7385 -4.5442 -2.2155 0.00 0.00 0.01 0.26
H 2.8776 -0.1727 5.0702 0.01 0.00 0.00 0.27
H -2.0869 -2.1917 1.1102 0.02 -0.02 0.01 0.36
C 0.9492 1.9443 -3.4868 -0.14 0.11 -0.01 -0.78
H 4.3669 0.8189 0.2988 0.00 0.01 -0.03 0.43
O -1.4881 -2.9787 -2.5667 0.06 -0.04 0.00 -0.53
O -1.2010 -4.6212 2.7710 -0.02 -0.02 0.04 -0.60
H -2.8804 -0.6432 -3.0096 -0.11 0.00 -0.01 -0.09
C -1.5552 -3.8408 5.3730 -0.08 -0.13 -0.07 -0.91
I 1.0383 4.4248 -7.0345 0.02 0.02 -0.05 -0.03
C -3.8726 5.3627 -5.0278 -0.08 0.20 0.41 -0.20
O -2.8394 4.7855 -2.9420 0.16 -0.10 -0.04 -0.53
C -2.7287 -0.5655 -4.0885 0.09 0.00 -0.41 -0.25
C 2.7698 -0.5945 4.0715 -0.05 0.04 -0.05 -0.75
C 6.5967 -1.8185 3.9891 0.04 0.04 0.03 -0.97
C -3.7984 4.7477 -3.6639 -0.16 0.21 0.21 0.75
H -3.1158 2.3331 -3.5408 0.04 -0.03 0.15 -0.72
H 5.3469 3.4449 2.0436 0.07 -0.02 -0.01 0.39
H -4.6515 -0.8626 -5.0045 -0.03 0.03 -0.02 0.44
H 0.8184 -0.3163 5.7011 0.00 0.03 -0.01 0.31
C -2.9864 -5.8897 5.6056 0.02 0.06 -0.01 -0.94
C 0.4343 -0.7504 4.7618 0.01 -0.08 -0.07 0.00
H 2.0911 3.0248 2.2498 -0.01 0.01 0.01 0.28
H -4.1645 6.4029 -5.0923 -0.23 -0.02 0.03 0.35
H 1.7198 1.4244 -4.0629 0.05 -0.01 0.07 0.54
H -2.7774 -4.6368 1.0906 -0.01 -0.01 -0.04 0.12
H -5.6784 0.6775 -3.6363 0.02 -0.03 0.03 0.38
H 0.8660 1.9549 -6.0752 0.06 0.05 -0.08 0.50
H -1.8849 -2.9475 4.8493 0.05 0.01 0.02 0.33
H 5.5236 0.2196 2.8794 0.02 0.00 0.00 0.07
H 1.4308 2.3245 -2.5817 0.05 -0.08 0.02 0.12
N -2.4491 -3.3889 -0.5523 -0.05 0.00 0.01 0.24
C -3.3255 -4.2208 0.2465 0.03 0.09 0.00 -0.75
H -3.6363 1.2565 -2.2711 -0.02 -0.03 -0.01 0.00
N 6.9121 -0.4281 4.2386 -0.01 -0.03 0.02 0.09
H -0.7967 -0.3332 -5.0897 -0.09 0.08 -0.16 0.68
H 5.1726 4.0361 0.3738 -0.02 -0.02 -0.03 0.35
C -3.9758 -0.0264 -4.8090 -0.07 -0.06 0.12 -1.10
H 3.1035 0.1463 3.3408 0.00 0.01 0.01 0.03
C 6.2858 0.5753 3.5954 -0.02 0.02 -0.05 0.45
H -5.8481 2.6625 -2.2830 -0.05 0.10 -0.01 0.42
H -1.8406 -3.7770 6.4206 -0.01 -0.02 0.00 0.38
H -0.5678 3.4534 -3.9225 0.02 0.08 -0.01 -0.02
H 7.4737 -2.3570 3.6248 -0.01 -0.01 -0.01 0.36
H 1.0696 3.9980 -4.1565 0.03 0.00 0.01 0.68
N 3.7268 2.6358 0.9892 0.04 0.01 -0.04 0.23
C -4.8272 3.0049 -2.4473 -0.01 -0.04 0.31 -0.87
C 5.0761 3.1652 1.0253 -0.05 0.06 0.09 -1.00
H 3.0018 4.4486 1.6991 0.00 0.00 0.00 0.40
H 3.4120 -1.4762 3.9941 0.01 0.01 0.02 0.38
H 8.7413 0.4751 4.7400 0.01 0.00 0.01 0.29
C -3.5612 4.6660 -6.0996 0.06 -0.15 -0.23 -0.71
H -4.1670 -3.6345 0.6245 -0.03 -0.03 0.00 0.34
H -1.7246 1.1674 -4.9238 0.08 -0.06 -0.15 -0.53
C -4.7827 1.0888 -4.1084 0.27 0.17 -0.12 -0.64
C 7.9371 -0.0897 5.2118 -0.02 0.02 -0.02 -0.98
H 7.5199 0.5255 6.0092 0.01 0.00 0.01 0.31
O 2.3496 0.8831 0.5704 0.01 -0.06 0.03 -0.65
C -1.9086 -5.3001 3.4963 0.06 -0.03 0.02 0.04
H -3.6586 0.3351 -5.7909 0.03 -0.05 -0.03 0.36
H 8.3391 -1.0072 5.6348 0.00 0.00 0.00 0.39
H -3.8474 -5.3385 5.9889 -0.01 -0.02 0.00 0.34
C -1.7987 -2.2427 0.0629 0.02 -0.03 -0.03 -0.89
C 0.3004 2.8403 -5.7999 -0.12 -0.03 0.17 -0.95
H -2.4185 -6.2111 3.1365 0.00 0.00 0.01 0.29
H -3.7144 -5.0305 -0.3695 -0.01 0.00 -0.01 0.31
H -5.1187 1.7890 -4.8783 -0.24 -0.03 0.06 0.21
C -2.2088 -3.6476 -1.8490 0.01 -0.01 -0.02 0.05
H -0.7241 2.7112 -6.1309 -0.02 -0.06 -0.01 0.19
H -1.3208 1.5375 -2.0493 0.11 0.01 0.10 -0.13
C -1.4463 0.2364 -4.4207 0.04 0.05 0.53 0.12
H -4.4179 3.3182 -1.4873 0.11 0.15 -0.09 0.34
H -2.0841 -1.3202 -0.4458 0.00 0.01 0.01 0.20
H 5.8144 -1.8826 3.2346 0.00 -0.01 -0.01 0.34
Si -0.4107 0.7668 -2.9352 -0.22 -0.05 -0.11 0.07
H -0.7149 -2.3387 -0.0047 0.00 0.01 0.00 0.30
H -0.4689 -3.8897 5.2932 0.01 0.04 0.01 0.26
```
Forces are in eV/Å.

***

[2]
The following is a quantum chemistry calculation of a cluster of 2 separate species, C27H58N5O6P4S3 in total at a distorted geometry, from OMol25.

## Properties
Net charge: -1
HOMO, eV: -5.1
Electronic energy, eV: -118318.0296
LUMO energy, eV: 0.68

```
103
Properties=species:S:1:pos:R:3:forces:R:3:mulliken_charge:R:1
H 3.8101 6.8246 -4.0519 -0.05 0.32 -0.20 0.31
C -3.2369 -3.6248 4.5562 1.51 -0.08 0.24 -0.48
S 3.6327 1.5965 1.8709 -2.53 1.45 1.76 -0.21
H 0.7083 3.8897 5.9804 -0.65 0.85 -2.10 0.22
H 1.5721 -0.1715 0.8559 -2.09 1.13 0.99 0.36
C -0.6306 -0.2632 0.1622 1.68 3.99 0.38 -0.44
P -2.1907 -2.9578 0.1750 -3.89 0.07 2.10 2.10
H -3.1740 -2.5274 5.0227 -0.63 -2.44 -1.16 0.22
H -5.3871 -3.8576 0.1653 0.43 2.57 -1.52 0.25
H -5.0208 -2.3017 3.0222 2.52 0.53 -1.01 0.22
H 1.2800 -3.4666 -1.6305 -0.74 1.19 0.45 0.27
C 1.3943 4.3902 3.7548 -0.84 1.15 1.95 -0.54
C -2.6635 -4.7235 -0.3350 -0.24 -4.47 -0.55 -1.31
C -4.0346 -1.9492 2.4399 -0.58 2.13 0.35 -1.10
H 1.2472 5.6050 -3.4095 0.49 0.04 0.01 0.39
C 2.2020 2.3583 2.4912 1.69 -0.76 0.19 -0.14
O 4.9803 4.2339 -1.8104 4.12 0.99 -2.33 -0.77
C -3.7703 -2.1363 -0.6190 -4.65 2.67 -2.44 0.05
H -3.3259 -1.2883 3.1410 -1.73 -1.50 -1.22 0.21
H 4.7785 2.2818 -6.5772 -0.02 0.32 0.14 0.40
H -0.1558 -4.9026 -2.4226 -1.38 0.97 -0.21 0.34
H -2.0215 -5.5679 5.2135 -0.83 1.87 1.06 0.27
C 0.2554 4.2984 4.9767 -0.02 -0.07 -1.04 -0.80
P -0.9832 -2.8796 -1.6356 4.15 2.91 -7.95 1.10
O -4.7252 -5.9383 -1.2000 -2.48 1.84 -3.55 -0.37
H 4.4095 6.5757 -2.4139 -0.04 -0.20 -0.09 0.29
C 4.3031 4.6982 -5.8940 -0.46 0.55 -0.20 -1.08
C 5.0647 2.5105 -5.5429 -0.04 -0.84 -0.22 -1.08
C -5.1262 -0.0818 -1.9367 1.45 -4.68 2.97 -0.56
P -0.4035 -4.0426 0.9773 1.29 -2.81 -0.47 0.22
C 3.4832 3.1930 4.5044 0.85 0.65 1.69 -0.67
O 0.7760 -2.6439 -1.3925 -1.82 -1.61 -0.28 -0.57
O -5.2119 -6.3977 -3.5731 -2.68 3.33 7.52 -0.51
C 1.8844 4.7252 -3.5722 -0.14 -0.24 -0.15 -0.80
H 4.1723 4.3860 -6.9377 0.15 -0.21 0.30 0.38
H 2.0963 5.3101 4.0463 -1.21 -2.12 -0.83 0.34
H 4.3692 3.5900 3.8172 -1.99 -1.16 1.09 0.34
H -5.1585 0.9524 -2.4860 -0.33 -2.38 1.19 0.27
H -0.5647 3.5283 4.6074 1.57 1.75 0.90 0.20
H 3.5287 5.4489 -5.7313 0.06 -0.09 0.32 0.29
C -1.6516 -1.2662 0.8118 0.03 3.38 2.43 -0.66
C 4.6730 1.6744 -1.7230 0.41 0.32 0.33 -0.99
H 5.0022 1.5604 -5.0063 -0.11 0.40 0.17 0.31
C 0.5425 0.2725 1.2449 1.29 -2.54 -0.09 -0.75
H -1.5966 -3.8730 6.1258 -1.53 -1.92 -1.03 0.23
H 3.2869 0.8857 5.0815 1.43 1.89 0.27 0.24
H 5.7516 1.8634 -1.6601 -0.31 0.12 0.05 0.31
H 5.2810 5.1824 -5.7964 -0.06 0.02 -0.25 0.37
C -3.5558 -5.0874 -1.6181 1.82 -1.57 -1.90 -0.39
C 2.7557 1.7781 -3.1064 -0.05 -0.30 -0.95 -1.14
C -6.3819 -1.0343 -1.5909 0.01 1.41 -0.61 -0.21
H 0.3416 -4.7104 -0.1206 -1.08 0.32 0.59 0.16
H 2.3136 2.0955 -4.0551 0.13 0.17 0.21 0.41
H -0.0467 -0.4100 -0.8100 -1.07 -0.70 1.48 0.13
N 4.0896 2.3186 -2.8981 0.57 -0.74 -0.04 0.24
C -5.6151 -5.8686 -2.4044 3.03 -2.85 -4.67 0.27
C -5.2877 -2.8225 -0.4261 0.87 1.67 -1.11 -0.24
P 4.6072 3.9176 -3.2795 -7.65 -2.80 4.22 0.79
H 4.2008 2.0308 -0.7968 0.14 -0.09 -0.10 0.25
H 1.4309 3.9521 -2.9524 0.07 -0.13 -0.18 0.15
O -0.9106 -4.2904 -2.6634 1.10 0.37 1.99 -0.66
C -3.1696 -3.1642 1.8145 -2.34 -1.18 3.89 -0.40
H -7.4167 -0.5562 -1.9585 2.40 -1.26 0.84 0.24
H 2.7242 6.9624 -2.6595 0.00 -0.25 -0.10 0.39
N 3.2624 4.9664 -3.1820 -0.96 2.05 -0.33 0.09
H -3.8696 -4.2326 -2.3505 0.44 -1.24 1.84 0.31
C 3.5599 6.3921 -3.0803 0.40 -0.05 0.49 -1.04
H -2.7483 -0.0300 -1.5527 -1.89 -1.68 0.31 0.21
C -2.4424 -4.5809 5.6757 -0.87 1.74 0.13 -0.92
N -6.5851 -2.3152 -0.9080 6.34 3.20 -0.71 -0.61
H -6.6547 -5.3087 -2.3660 2.20 -1.13 0.52 0.33
N 2.1511 3.0865 3.8081 0.98 -0.25 -3.70 0.34
C 3.9107 1.8343 5.3647 0.02 0.83 0.56 -0.83
H -1.6656 -5.3740 -0.5020 -2.09 1.58 0.06 0.49
S 0.9129 -3.0203 1.8572 1.80 1.01 1.70 -0.38
H 6.1107 2.8350 -5.5290 0.00 -0.06 -0.25 0.37
H -2.5746 -0.5096 0.9737 1.60 -2.47 -0.65 0.25
H -3.1158 -5.3974 0.5473 0.71 1.87 -1.76 0.35
H -0.1817 5.3697 5.1530 0.58 -2.11 -0.28 0.33
H 0.3864 -0.1445 2.3227 0.09 0.77 -2.03 0.36
H -2.9697 -5.8481 -2.3375 -1.01 1.98 1.70 0.37
H 5.0739 1.6915 5.2697 -2.43 -0.03 0.00 0.21
H -0.7882 -5.3255 1.6006 0.17 1.07 -0.39 0.16
H 1.7736 4.4580 -4.6240 -0.13 -0.20 -0.20 0.29
C -2.3082 -3.6835 3.1514 -1.85 0.03 1.80 -0.68
H -1.4215 -2.9934 3.4404 -1.16 -1.60 -0.93 0.03
H -4.0175 -4.0083 1.7889 2.02 1.63 -0.50 0.37
S 0.6822 2.1265 1.3504 0.72 0.12 1.51 -0.21
H 4.5621 0.5834 -1.7574 -0.25 0.17 -0.26 0.32
C -3.7187 -0.6610 -1.4054 -4.28 -2.00 0.52 -0.24
H 3.3564 4.0424 5.3348 0.05 -1.79 -1.88 0.40
H -1.1266 0.8116 -0.0804 0.35 -2.53 0.39 0.40
H -4.4948 -1.1440 1.7157 1.11 -1.84 0.91 0.28
N 4.1783 3.5539 -4.9683 3.65 0.63 -0.71 -0.08
H -3.2209 -4.7423 6.5421 1.69 -0.14 -1.57 0.31
H -2.1030 -4.8338 3.1556 0.21 2.31 -0.53 0.21
O -1.2549 -1.7529 -2.6814 -0.25 -2.57 3.16 -0.81
H 2.7902 0.6827 -3.1652 0.09 0.11 0.17 0.44
H 3.7035 2.0590 6.5174 0.35 -0.51 -2.48 0.30
H 0.9194 4.6555 2.7204 0.81 -0.90 1.99 0.32
H -1.3492 -1.3948 1.9655 -0.26 -0.04 -2.72 -0.17
H -4.3349 -3.9773 4.3629 2.08 0.68 0.48 0.30
H 2.0807 2.0445 -2.2893 -0.04 0.00 0.12 0.20
```
Forces are in eV/Å.

***

Among the records above, which one has the highest net charge?
C27H58IN5O7Si

***

What is the electronic energy in the second record?
-118318.0296 eV

***

HOMO of number 1 (C27H58IN5O7Si)?
-8.8 eV

***

The highest electronic energy belongs to which entry?
C27H58IN5O7Si